1.
This record from the Open Molecules 2025 dataset describes 7 unconnected molecules or ions with the total composition C14H42O7. The level of theory is wB97M-V/def2-TZVPD.

Properties
Total energy: -1085.20945 a.u.
Net charge: 0
SMILES: CCO.CCO.CCO.CCO.CCO.CCO.CCO

```
63
C14H42O7, DFT wB97M-V/def2-TZVPD
O -0.399 -0.053 -0.614
O -0.746 -2.688 -1.538
O -1.296 2.326 -1.722
O 2.972 1.692 2.337
O 0.884 -4.124 4.375
O -5.680 -0.527 0.871
O 2.954 4.357 -3.427
C -4.292 -0.204 0.999
C -0.031 -0.859 1.628
C 2.088 2.611 2.986
C -1.851 1.972 -2.970
C 1.788 -5.722 2.760
C 1.903 3.904 -2.576
C -3.932 0.845 -0.010
C 0.507 -0.026 0.488
C 1.744 3.710 2.005
C -2.575 3.166 -3.527
C 1.301 -4.309 3.018
C 1.491 -3.407 -1.013
C 0.304 -3.586 -1.927
C 2.267 2.642 -1.826
H 3.229 1.010 2.965
H -4.103 0.190 2.004
H 0.957 -6.431 2.793
H 1.750 -2.349 -0.938
H 2.638 4.218 1.650
H -1.054 1.664 -3.665
H -0.889 1.530 -1.350
H 1.369 -3.881 -0.046
H 0.630 1.021 0.765
H -0.473 -0.978 -0.899
H -1.492 -2.785 -2.136
H 1.163 2.101 3.286
H -3.671 -1.093 0.850
H 3.085 2.828 -1.129
H 1.687 4.698 -1.857
H -1.873 3.939 -3.850
H 2.080 -3.570 2.842
H 2.573 1.850 -2.512
H 0.612 -3.423 -2.963
H 1.114 4.442 2.519
H -0.131 -1.900 1.298
H -5.811 -1.439 1.139
H 2.749 4.082 -4.323
H 1.164 3.322 1.169
H 2.353 -3.842 -1.531
H -1.019 -0.517 1.936
H 0.982 3.751 -3.145
H 1.497 -0.377 0.180
H -2.892 1.148 0.131
H -2.532 1.118 -2.861
H -4.047 0.491 -1.033
H 2.565 3.025 3.879
H -4.533 1.744 0.141
H -3.247 3.606 -2.792
H 0.457 -4.070 2.361
H 0.102 -4.661 4.534
H -3.141 2.878 -4.417
H 1.397 2.298 -1.263
H -0.064 -4.617 -1.858
H 2.512 -6.027 3.517
H 2.280 -5.820 1.790
H 0.624 -0.892 2.502
```

2.
This record from the Open Molecules 2025 dataset describes 2 unconnected molecules or ions with the total composition C15H37BrN4OSi2. The level of theory is wB97M-V/def2-TZVPD.

Properties
Total energy: -4041.00723 a.u.
Net charge: 0

```
60
C15H37BrN4OSi2, DFT wB97M-V/def2-TZVPD
Br -5.438 0.474 -0.979
Si 3.569 -0.703 -3.483
Si 1.387 -1.825 -1.728
O 0.189 -0.825 4.010
N 2.153 -0.671 -2.617
N -1.490 1.289 1.247
N 0.381 1.102 2.627
N -0.187 3.180 1.764
C -4.116 -0.148 1.510
C -1.325 4.035 1.369
C 3.893 0.982 -4.286
C 0.264 -0.363 2.708
C 0.784 -3.375 -2.638
C -3.779 1.193 2.176
C -2.792 2.024 1.366
C 3.614 -1.961 -4.907
C -1.024 -0.510 4.674
C -0.173 -1.040 -0.970
C -5.487 -0.179 0.855
C 2.349 -2.454 -0.201
C -2.597 3.428 1.931
C 5.129 -1.072 -2.453
C -0.419 1.875 1.920
H 1.201 1.503 3.064
H 3.677 -2.987 -4.532
H 6.047 -0.869 -3.013
H 5.138 -0.451 -1.553
H -2.521 3.393 3.025
H -1.230 1.186 0.266
H -1.848 -1.130 4.308
H -6.198 0.473 1.359
H 0.083 -3.971 -2.044
H -1.130 5.036 1.745
H 4.823 1.004 -4.862
H -0.568 -0.658 2.070
H 3.070 1.239 -4.958
H 1.715 -3.005 0.504
H 4.469 -1.799 -5.570
H -5.906 -1.179 0.803
H -4.684 1.792 2.316
H -3.175 2.113 0.346
H -3.360 -0.372 0.754
H -4.067 -0.960 2.238
H 5.161 -2.119 -2.138
H 0.139 -0.182 -0.359
H 2.795 -1.602 0.324
H -1.369 4.102 0.280
H -0.835 -0.676 -1.761
H 3.952 1.758 -3.517
H -1.287 0.547 4.554
H 0.484 3.597 2.396
H -3.459 4.046 1.677
H 1.185 -0.765 2.285
H 3.163 -3.122 -0.494
H 2.702 -1.878 -5.504
H 0.281 -3.083 -3.563
H -0.859 -0.711 5.730
H 1.624 -4.022 -2.901
H -0.740 -1.735 -0.338
H -3.358 1.028 3.172
```

3.
This record from the Open Molecules 2025 dataset describes a molecular structure, C32H38N4O6S4SbTcTe at a distorted geometry. The level of theory is wB97M-V/def2-TZVPD.

Properties
Total energy: -4093.60160 a.u.
2S+1: 2
Net charge: +3

```
87
C32H38N4O6S4SbTcTe, DFT wB97M-V/def2-TZVPD
Te 0.284 -0.785 -1.373
Sb -3.058 3.566 -3.347
Tc 0.453 2.728 1.084
S -0.727 2.278 -2.536
S -2.513 4.229 -0.734
S -1.396 2.574 -0.667
S -4.419 1.879 -2.913
O 0.653 4.895 1.092
O -5.563 1.120 3.989
O 2.029 0.154 -1.429
O 1.801 -0.447 3.330
O 0.709 0.756 1.894
O 1.768 6.492 2.184
N -1.109 2.894 2.325
N -3.293 2.629 3.410
N 1.612 2.134 -0.213
N 1.714 3.015 2.565
C -0.965 -2.241 1.287
C 2.981 2.172 4.385
C -1.914 -2.630 -2.374
C 0.598 -4.162 1.297
C 0.413 -1.385 -5.749
C -4.379 0.891 4.723
C -1.418 -2.601 -4.825
C 0.074 -1.381 -3.396
C 2.079 4.264 2.882
C 1.982 -6.258 1.451
C -1.077 -2.658 -7.321
C -2.137 2.745 2.866
C -3.524 2.150 4.791
C 1.633 -4.950 0.804
C 2.313 -4.513 -0.329
C 2.136 1.978 3.298
C -5.317 1.519 2.657
C -4.542 2.828 2.628
C 0.816 -0.940 -4.499
C 2.746 -2.973 -2.232
C 1.995 -0.001 -4.417
C 2.270 1.442 -1.048
C 0.943 -2.558 -0.442
C 3.391 3.457 4.696
C 1.441 5.261 1.973
C 1.993 -3.333 -0.975
C -0.689 -2.212 -5.943
C -1.066 -2.193 -3.551
C 3.462 2.015 -1.747
C 2.927 4.529 3.937
C 1.528 0.716 2.815
C 0.225 -2.970 0.696
H -2.350 -1.763 -1.858
H 2.492 -0.438 4.007
H -4.751 0.744 2.121
H -5.121 3.608 3.122
H 1.608 -6.314 2.472
H 4.314 1.344 -1.628
H 2.693 -1.915 -2.448
H -2.289 -3.235 -4.956
H 2.335 -3.525 -3.080
H 2.856 -0.471 -3.942
H -1.126 -1.256 0.854
H -0.833 -2.114 2.362
H 1.742 0.898 -3.857
H -1.870 -2.831 1.139
H 3.796 -3.248 -2.143
H 2.297 0.300 -5.418
H -4.302 3.137 1.612
H 3.059 -6.425 1.454
H -2.749 -3.245 -2.701
H 1.531 -7.078 0.886
H 3.210 5.548 4.168
H -3.800 0.074 4.272
H -1.328 -3.226 -1.669
H -2.082 -3.074 -7.345
H -0.387 -3.429 -7.674
H 4.055 3.635 5.532
H 1.342 7.111 1.567
H 0.980 -1.061 -6.615
H 0.053 -4.496 2.175
H 3.252 2.098 -2.814
H 3.700 2.997 -1.350
H -1.016 -1.834 -8.032
H 3.119 -5.118 -0.731
H 3.311 1.341 4.997
H -4.063 2.932 5.327
H -2.577 1.959 5.290
H -4.682 0.601 5.727
H -6.284 1.649 2.176
```

4.
This record from the Open Molecules 2025 dataset describes 2 unconnected molecules or ions with the total composition C3HFO3 at a distorted geometry. The level of theory is wB97M-V/def2-TZVPD.

Properties
Total energy: -440.46529 a.u.
Net charge: 0
SMILES: O=C=CF.O=C=O

```
8
C3HFO3, DFT wB97M-V/def2-TZVPD
F 1.504 -1.868 0.461
O -1.916 1.430 0.783
O 0.402 0.122 -2.215
O 0.284 1.901 1.119
C 0.491 -0.560 -1.288
C -0.835 1.702 0.986
C 0.472 -1.247 -0.154
H -0.402 -1.479 0.308
```

5.
This record from the Open Molecules 2025 dataset describes 8 unconnected molecules or ions with the total composition C24H48O30S7 at a distorted geometry. The level of theory is wB97M-V/def2-TZVPD.

Properties
Total energy: -5987.52984 a.u.
Net charge: 0
SMILES: CCCCCCCCC(=O)OC.O=S1(=O)OCCO1.O=S1(=O)OCCO1.O=S1(=O)OCCO1.O=S1(=O)OCCO1.O=S1(=O)OCCO1.O=S1(=O)OCCO1.O=S1(=O)OCCO1

```
109
C24H48O30S7, DFT wB97M-V/def2-TZVPD
S 0.669 0.571 -3.490
S -6.310 -4.562 -2.427
S 7.153 -5.861 -1.393
S 1.262 -2.987 -2.324
S -0.473 3.446 5.434
S -4.228 2.210 -5.715
S 3.353 4.063 4.673
O 0.799 2.012 -2.782
O -6.008 -5.522 -1.170
O 4.612 3.294 5.322
O -0.619 4.737 4.863
O -1.906 2.696 5.348
O -0.413 0.983 -4.610
O -3.886 1.053 -6.454
O 0.059 -0.312 -2.567
O 5.552 -5.765 -1.291
O 3.419 3.929 3.263
O -0.849 -1.602 2.808
O -4.033 3.500 -6.657
O -2.834 -1.607 1.720
O -0.072 -3.027 -3.222
O -5.830 2.278 -5.594
O 0.901 -4.228 -1.357
O -3.656 2.497 -4.446
O 3.808 5.565 5.058
O 2.190 3.722 5.408
O 1.249 -1.802 -1.554
O 7.380 -4.618 -2.389
O -7.222 -5.228 -3.284
O 1.893 0.271 -4.143
O -5.082 -4.018 -2.884
O -0.420 3.597 7.038
O -7.103 -3.412 -1.628
O 0.546 2.553 5.038
O 7.716 -5.532 -0.133
O 7.482 -7.059 -2.081
O 2.363 -3.366 -3.145
C 3.159 -1.214 1.606
C 4.015 0.923 0.334
C -7.470 -3.902 -0.334
C -5.297 3.873 -7.216
C 0.115 2.999 -3.558
C -0.457 -4.623 -1.567
C 2.933 1.722 1.114
C -1.761 -0.965 2.345
C 0.533 1.248 1.700
C -6.355 -4.853 0.047
C -0.750 -4.264 -3.007
C 1.492 1.597 0.509
C 6.126 -4.248 -2.977
C -0.978 1.288 1.295
C 5.098 -4.552 -1.910
C -1.719 3.350 7.582
C 4.927 5.520 5.945
C -6.309 3.506 -6.152
C -2.338 2.322 6.657
C 5.652 4.236 5.598
C -1.772 0.580 2.463
C -0.996 2.246 -4.261
C -2.637 -1.559 0.286
C 4.341 -0.494 0.913
H 4.551 5.499 6.970
H -1.351 2.761 -5.147
H -0.330 -5.008 -3.690
H -5.312 4.933 -7.458
H -1.814 -4.153 -3.202
H 5.075 -3.769 -1.149
H 3.196 2.791 1.013
H 4.954 1.511 0.401
H 5.972 -4.868 -3.864
H 6.254 4.352 4.693
H -2.790 0.985 2.603
H 4.103 -4.683 -2.324
H -1.213 0.828 3.385
H 5.127 -0.346 1.684
H -7.576 -3.080 0.371
H 0.825 3.421 -4.274
H 0.758 0.236 2.075
H 0.733 2.019 2.467
H -1.252 2.353 1.199
H -6.664 -5.573 0.802
H -0.582 -5.686 -1.374
H -0.265 3.791 -2.916
H 4.823 -1.130 0.145
H -1.961 1.319 6.868
H -3.141 -0.657 -0.103
H -1.642 2.995 8.607
H -1.827 2.060 -3.593
H 2.963 1.474 2.186
H 2.290 -1.374 0.943
H -5.475 -4.311 0.403
H 2.873 -0.758 2.570
H -3.425 2.319 6.712
H -3.154 -2.433 -0.146
H 1.124 2.563 0.107
H 3.793 0.807 -0.745
H -8.424 -4.426 -0.428
H -2.279 4.288 7.563
H -1.140 0.736 0.352
H 6.283 3.881 6.409
H -1.553 -1.573 0.064
H -7.309 3.374 -6.559
H 1.436 0.866 -0.315
H 3.517 -2.233 1.871
H -1.087 -4.054 -0.879
H -6.338 4.254 -5.356
H 6.129 -3.200 -3.265
H 5.555 6.398 5.808
H -5.450 3.291 -8.128
```

6.
This record from the Open Molecules 2025 dataset describes a molecular structure, C12H43B2O10PdS at a distorted geometry. The level of theory is wB97M-V/def2-TZVPD.

Properties
Total energy: -1810.70407 a.u.
2S+1: 3
Net charge: -3

```
69
C12H43B2O10PdS, DFT wB97M-V/def2-TZVPD
Pd -0.253 -0.978 2.227
S 0.649 -3.442 1.557
O -2.224 -0.279 2.837
O 0.399 -1.805 -2.071
O 3.130 0.760 -0.321
O 1.564 0.211 3.111
O 1.016 -4.035 0.272
O 1.442 -2.245 1.840
O -2.655 1.043 -2.282
O -0.707 -2.843 1.446
O 0.916 2.631 -0.133
O 0.754 -4.381 2.659
C -4.176 -1.627 3.099
C -0.761 -1.247 -4.229
C 0.009 3.187 -1.015
C -1.339 3.450 -0.371
C 2.469 1.647 4.888
C 3.616 0.714 -1.641
C 0.427 -1.072 -3.276
C -3.371 -0.779 2.135
C 1.694 1.508 3.543
C -3.525 -1.150 -1.405
C -3.734 0.396 -1.628
C 4.033 2.037 -2.329
B -0.328 -0.022 0.085
B 3.695 -2.767 -0.423
H 0.397 4.189 -1.249
H -0.874 -2.220 -4.708
H -1.871 2.515 -0.194
H 2.762 0.396 -2.246
H 2.290 2.024 2.773
H -4.295 -1.593 -0.775
H -4.673 0.516 -2.166
H 4.107 1.861 -3.408
H 3.380 1.053 4.824
H -0.095 -1.229 -1.451
H -1.669 -0.975 -3.690
H 0.434 -0.029 -2.930
H -2.499 0.339 3.518
H 1.803 1.325 5.698
H 2.691 -2.228 -0.488
H 2.697 2.668 5.226
H -3.639 -2.539 3.370
H -0.968 -0.970 0.115
H -0.766 0.720 0.849
H 4.510 -1.945 -0.333
H 3.820 -3.388 0.541
H -1.981 4.127 -0.946
H -4.364 -1.181 4.080
H 3.351 2.877 -2.171
H -3.227 -1.367 1.235
H -1.795 0.893 -1.854
H -0.647 -0.471 -4.994
H -0.095 2.641 -1.960
H -4.017 0.074 1.902
H 5.040 2.400 -2.091
H -3.759 0.834 -0.625
H -0.405 0.482 -0.944
H 0.697 1.965 3.675
H -2.510 -1.412 -1.104
H 4.436 0.007 -1.713
H 0.756 -0.267 0.352
H -1.312 3.974 0.589
H -5.129 -1.870 2.622
H 0.577 1.695 -0.039
H 2.401 1.381 -0.256
H -3.542 -1.639 -2.385
H 3.877 -3.365 -1.402
H 1.366 -1.180 -3.825
```

7.
This record from the Open Molecules 2025 dataset describes a single C21H21N5O3S molecule. The level of theory is wB97M-V/def2-TZVPD.

Properties
Total energy: -1710.56208 a.u.
Net charge: 0
SMILES: COc1ccc(C(=O)CSc2nnc3n2CCCN3C(=O)Nc2ccccc2)cc1

```
51
C21H21N5O3S, DFT wB97M-V/def2-TZVPD
S -1.375 3.654 0.702
O -2.149 1.826 -1.377
O -5.822 -3.133 0.070
O 4.888 0.121 -0.628
N -0.251 1.201 0.979
N 3.057 1.352 -0.125
N 1.127 2.711 0.169
N 0.937 0.600 0.742
N 3.023 -0.935 0.196
C -5.290 -0.990 0.817
C -4.096 -1.859 -1.086
C 1.677 3.909 -0.400
C 4.667 -2.727 -0.157
C 2.452 -3.199 0.656
C -5.061 -2.028 -0.095
C 4.960 -4.077 -0.099
C -5.643 -4.222 -0.807
C -3.385 -0.679 -1.154
C 4.014 -4.991 0.332
C 2.842 3.497 -1.296
C 1.758 1.501 0.260
C -2.765 2.495 0.831
C 3.749 0.127 -0.212
C 2.758 -4.544 0.710
C -3.597 0.353 -0.239
C 3.405 -2.278 0.222
C -4.567 0.177 0.752
C 3.763 2.564 -0.517
C -0.133 2.448 0.632
C -2.781 1.569 -0.378
H 5.942 -4.417 -0.394
H 3.394 4.378 -1.620
H 2.070 -0.736 0.518
H 5.405 -2.019 -0.493
H 4.617 2.244 -1.119
H -3.894 -2.637 -1.805
H 4.141 3.070 0.380
H 2.461 2.978 -2.177
H -4.774 0.960 1.464
H -6.047 -1.136 1.571
H 2.017 4.575 0.402
H 1.474 -2.846 0.951
H -2.647 1.931 1.754
H 2.012 -5.249 1.049
H -4.626 -4.622 -0.747
H 0.889 4.421 -0.961
H -3.670 3.102 0.864
H -6.349 -4.982 -0.478
H 4.252 -6.043 0.375
H -5.866 -3.944 -1.842
H -2.636 -0.538 -1.918
```

8.
This record from the Open Molecules 2025 dataset describes a single C22H20N4O2 molecule at a distorted geometry. The level of theory is wB97M-V/def2-TZVPD.

Properties
Total energy: -1219.77768 a.u.
Net charge: 0
SMILES: O=C(N[C@@H]1CNC[C@H]1c1ccccc1)c1ccc2c(c1)COc1cncnc1-2

```
48
C22H20N4O2, DFT wB97M-V/def2-TZVPD
O 2.675 4.603 1.892
O 1.518 -1.893 -1.098
N -0.422 -0.764 -0.620
N 6.375 5.154 2.410
N 5.993 2.899 1.657
N -2.502 -1.336 -3.259
C -4.909 -4.516 -0.777
C 3.328 -0.216 0.277
C 1.047 -0.933 -0.596
C -5.706 -3.037 1.024
C 2.418 2.269 0.910
C -3.891 -2.329 -0.503
C 1.977 0.103 0.009
C -4.057 -3.509 -1.236
C 3.739 1.932 1.251
C 1.806 3.498 1.558
C -5.775 -4.247 0.315
C 5.054 5.281 2.413
C -1.329 -1.820 -1.231
C 1.553 1.422 0.326
C 6.768 3.932 1.991
C 4.094 4.336 1.988
C -3.171 -0.544 -2.222
C -4.661 -2.143 0.647
C 4.193 0.674 0.885
C -1.172 -1.852 -2.771
C 4.674 3.058 1.688
C -2.779 -1.321 -0.945
H -4.734 -1.237 1.232
H 4.598 6.288 2.629
H -0.918 -0.108 0.011
H -0.386 -1.199 -3.140
H -2.693 -0.625 -0.150
H -4.871 -5.585 -1.216
H -3.379 -3.696 -2.116
H 7.834 3.758 2.173
H -2.800 0.499 -2.310
H -6.201 -2.921 1.928
H 0.534 1.701 0.104
H 5.204 0.393 0.982
H 3.671 -1.202 -0.058
H -0.908 -2.889 -3.071
H -6.350 -4.970 0.584
H -1.067 -2.754 -0.735
H 1.029 3.958 0.931
H -4.303 -0.575 -2.214
H -2.415 -0.711 -4.095
H 1.319 3.176 2.549
```